81
Properties=species:S:1:pos:R:3:forces:R:3 method="wB97M-V/def2-TZVPD" relative_energy_ev=0.802 total_energy_ev=-92648.5988 orbital_gap_ha=0.3204 homo_energy_ev=-8.93
Ca 1.9758 0.4047 2.7623 -0.163 -0.038 0.248
C 6.5788 -0.4476 1.1514 0.033 -0.054 0.013
N 5.6002 -1.1309 1.9918 0.011 0.116 -0.049
C 5.9497 -1.2848 3.3970 0.014 -0.051 0.014
C 4.3199 -1.1718 1.6351 -0.193 0.069 -0.092
O 3.4000 -1.5311 2.3856 0.126 0.057 0.190
C 3.9354 -0.7435 0.2206 0.037 0.019 -0.105
O 2.5309 -0.5853 0.1432 -0.081 -0.034 0.181
C 1.8149 -1.7891 -0.0262 -0.008 -0.023 -0.121
C 0.7263 -1.9703 1.0288 0.002 0.078 -0.119
O 0.4659 -1.0746 1.8267 0.084 0.008 0.103
N 0.0394 -3.1248 1.0192 -0.020 0.005 -0.038
C 0.2205 -4.1940 0.0576 0.012 0.000 -0.009
C -1.0212 -3.3395 1.9897 -0.017 0.007 0.011
H 7.5733 -0.6967 1.5149 -0.003 -0.002 0.002
H 6.5103 -0.7888 0.1201 0.000 0.021 -0.007
H 6.4349 0.6350 1.1932 -0.007 -0.001 -0.011
H 6.8035 -1.9550 3.4921 0.013 0.012 -0.005
H 6.2057 -0.3107 3.8182 -0.016 0.007 0.009
H 5.1011 -1.6962 3.9339 0.020 0.002 -0.003
H 4.3750 0.2223 -0.0254 0.000 -0.016 0.036
H 4.2911 -1.4799 -0.5094 0.002 0.018 -0.006
H 1.3254 -1.7635 -1.0068 0.010 -0.008 0.000
H 2.4906 -2.6460 -0.0002 0.004 0.000 0.031
H 1.0520 -4.0028 -0.6109 0.003 0.004 -0.012
H 0.4100 -5.1338 0.5792 0.001 0.002 0.005
H -0.6821 -4.3151 -0.5470 -0.008 -0.001 0.007
H -1.0526 -2.5039 2.6802 -0.003 -0.006 0.001
H -1.9841 -3.4294 1.4802 -0.003 0.006 -0.003
H -0.8323 -4.2625 2.5399 0.000 0.002 0.003
C -1.0919 3.2554 2.0622 0.000 -0.006 0.012
C 0.3143 3.4203 1.6098 -0.171 -0.120 -0.037
N 1.2585 2.5098 1.7175 0.392 -0.115 0.136
C 2.4103 3.0740 1.2149 0.199 0.336 -0.056
C 2.1415 4.3435 0.7794 -0.164 -0.012 -0.046
N 0.8084 4.5373 1.0455 0.052 -0.006 0.006
C 2.8854 5.4556 0.1342 -0.027 -0.008 -0.089
O 4.1286 5.2242 -0.2219 0.009 0.022 0.046
O 2.3161 6.5069 -0.0592 0.030 -0.022 0.024
C 3.7540 2.4046 1.2900 -0.114 0.180 -0.144
O 4.6344 2.7863 0.4954 0.118 -0.015 0.100
O 3.8911 1.5010 2.1595 -0.133 -0.309 -0.179
H -1.2759 2.2059 2.2786 0.006 0.003 0.001
H -1.7944 3.5892 1.2985 0.003 0.005 -0.004
H -1.2668 3.8237 2.9767 -0.003 0.010 -0.003
H 0.3333 5.4044 0.8455 0.014 -0.007 -0.008
H 4.3939 4.2790 0.0050 -0.026 -0.037 -0.042
C -5.6903 -1.7815 -1.6531 -0.052 0.034 0.003
C -4.4947 -2.7239 -1.6345 0.039 -0.040 -0.004
C -3.2557 -2.1167 -2.2731 0.032 -0.033 -0.020
N -2.8054 -0.9695 -1.4901 -0.041 0.087 0.009
C -1.8003 -0.1304 -1.7877 -0.051 -0.112 -0.031
S -0.9750 0.7219 -0.6369 0.081 0.068 0.037
N -1.4367 -0.0649 -3.1311 0.076 0.221 0.001
C -2.2221 0.1483 -4.2679 -0.143 -0.557 -0.084
O -1.7215 -0.0017 -5.3576 0.051 0.186 -0.023
C -3.6574 0.5287 -4.1113 0.013 0.193 -0.029
C -4.5583 0.0324 -5.0499 -0.007 0.014 0.012
C -5.8878 0.4158 -5.0029 0.004 -0.011 -0.006
C -6.3134 1.3216 -4.0397 -0.008 0.004 0.004
C -5.4102 1.8418 -3.1244 -0.021 -0.011 0.030
C -4.0829 1.4413 -3.1511 0.026 -0.027 -0.009
H -6.5670 -2.2517 -1.2085 0.002 -0.006 0.001
H -5.9411 -1.4946 -2.6761 0.007 0.001 -0.010
H -5.4895 -0.8622 -1.1014 0.010 0.003 0.008
H -4.7309 -3.6422 -2.1760 -0.006 0.011 -0.008
H -4.2612 -3.0317 -0.6092 -0.004 0.026 0.010
H -3.4949 -1.8062 -3.2885 -0.008 -0.023 0.024
H -2.4498 -2.8561 -2.3350 -0.001 0.003 -0.001
H -3.0364 -0.9752 -0.5067 0.007 0.013 -0.026
H -0.4657 0.1695 -3.2877 -0.027 0.006 0.058
H -4.1995 -0.6440 -5.8146 0.007 -0.002 -0.005
H -6.5901 0.0218 -5.7254 0.000 -0.003 -0.006
H -7.3497 1.6325 -4.0121 -0.002 0.001 0.005
H -5.7381 2.5658 -2.3903 0.002 0.000 0.005
H -3.3791 1.8674 -2.4469 0.036 -0.039 0.026
F -0.1484 1.0527 4.7277 -0.098 -0.002 -0.001
B 1.0957 0.9154 5.3516 -0.063 -0.222 0.000
F 1.6097 -0.3830 4.9128 0.034 0.090 0.019
F 1.0826 0.9919 6.7046 -0.050 0.106 0.003
F 1.9665 1.8552 4.7269 0.119 -0.080 0.015

78
Properties=species:S:1:pos:R:3:forces:R:3 method="wB97M-V/def2-TZVPD" charge=+1 total_energy_ev=-94481.9458 orbital_gap_ha=0.2350 homo_energy_ev=-10.50
C 1.8016 2.9006 0.6928 -0.141 -0.462 0.231
C 0.8848 2.3234 -0.4273 0.660 0.713 0.631
S 0.5428 0.5542 -0.1096 0.834 -0.175 -2.133
C -1.2032 0.2002 -0.5253 0.475 1.076 1.080
C -2.0658 -0.0777 0.7909 -0.835 -0.081 -0.171
I -0.6843 0.3845 2.4567 -1.408 -0.003 1.709
C -3.1602 0.9258 1.1476 1.494 0.096 -0.979
N -4.2296 0.4539 1.6916 1.689 0.049 -1.284
C -5.3717 1.2450 2.1600 -0.296 0.568 -0.036
I -4.7060 3.2124 2.8499 -0.040 -0.540 -0.006
C -6.5356 1.4858 1.1322 -0.807 -0.285 0.472
C -7.8289 0.6724 1.4507 0.515 0.182 -0.539
I -6.0116 1.2270 -0.9387 -0.052 0.345 0.368
C -4.0447 -1.0359 1.8117 -1.785 -1.692 2.975
C -3.8091 -1.2733 3.3530 1.126 0.123 0.001
C -5.3926 -1.7919 1.5821 -0.654 0.311 0.002
O -6.2552 -1.6292 2.7094 0.518 -0.192 -0.244
C -7.0428 -2.7927 2.9243 -0.653 0.150 0.505
C -2.8646 -1.4229 0.8876 1.298 0.970 -0.790
B -3.4985 -1.8854 -0.5350 0.000 -0.644 -1.176
O -3.5855 -1.0258 -1.6179 -0.044 -0.063 1.222
O -3.9324 -3.2135 -0.7023 -0.235 1.694 0.718
P -1.9527 -3.0416 1.3936 -1.743 -2.383 0.988
O -0.7356 -3.2920 0.2723 -0.681 1.437 0.920
O -1.3141 -2.8552 2.9363 0.803 0.417 -1.950
H 1.3759 2.7184 1.6914 0.046 0.130 -0.312
H 2.7947 2.4356 0.6801 -0.277 0.090 -0.111
H 1.9338 3.9850 0.5750 -0.133 -0.311 -0.128
H -0.0344 2.9244 -0.4267 0.080 -0.390 -0.329
H 1.4570 2.4200 -1.3593 -0.645 -0.066 0.021
H -1.1554 -0.6491 -1.2108 -0.540 0.285 0.143
H -1.5841 1.1135 -1.0056 -0.090 -0.600 -0.242
H -2.9269 1.9671 0.9112 -0.687 -0.099 0.450
H -5.7873 0.7735 3.0583 0.247 -0.048 -0.387
H -6.8276 2.5366 1.2372 0.305 -0.313 -0.298
H -8.6704 1.1856 0.9654 0.189 -0.091 0.315
H -7.9613 0.6330 2.5402 -0.152 -0.051 -0.334
H -7.8029 -0.3381 1.0229 0.064 0.221 0.386
H -4.4003 -0.5742 3.9572 -0.048 -0.439 -0.233
H -2.7610 -1.1112 3.6343 -0.375 0.020 -0.256
H -4.0402 -2.3121 3.6260 -0.098 0.386 -0.120
H -5.9559 -1.3797 0.7203 0.508 -0.397 -0.131
H -5.2205 -2.8750 1.4761 0.409 0.466 -0.353
H -7.5609 -2.6631 3.8852 0.145 0.091 -0.328
H -6.4376 -3.7100 3.0201 -0.076 0.318 -0.317
H -7.8115 -2.8761 2.1378 0.301 -0.268 0.150
H -4.1881 -1.3455 -2.2973 0.212 -0.051 -0.269
H -4.7661 -3.1569 -1.1871 0.106 -0.632 -0.337
H -0.6200 -2.5546 -0.3421 0.462 -0.047 0.041
H -0.3479 -2.8793 2.8399 0.066 0.206 0.469
C 4.7230 -4.3618 -0.1393 -0.003 0.011 -0.006
C 4.0886 -3.5715 0.8116 0.071 0.004 -0.152
C 4.0752 -2.1926 0.6716 -0.132 0.003 0.158
C 4.6977 -1.6209 -0.4277 -0.002 -0.494 0.056
C 5.3401 -2.3969 -1.3800 0.097 -0.002 -0.176
C 5.3509 -3.7752 -1.2308 -0.100 0.005 0.148
N 4.6662 -0.1675 -0.5925 0.015 0.069 -0.010
O 4.1114 0.4919 0.2666 -0.053 -0.004 0.051
O 5.1904 0.3033 -1.5803 -0.020 -0.071 -0.035
H 4.7274 -5.4387 -0.0295 0.012 0.023 0.004
H 3.6026 -4.0320 1.6615 0.020 0.028 0.004
H 3.5817 -1.5808 1.4134 0.060 0.127 -0.103
H 5.8275 -1.9447 -2.2319 -0.055 0.127 0.072
H 5.8465 -4.3927 -1.9674 0.008 0.040 -0.002
C 6.4870 4.4183 -2.4865 0.058 -0.009 -0.068
C 7.3123 5.1922 -3.2933 -0.074 -0.147 0.061
C 8.1351 4.5850 -4.2300 0.053 0.175 -0.053
C 8.1166 3.2042 -4.3489 -0.308 0.228 0.344
C 7.3036 2.4210 -3.5456 -0.076 -0.170 0.052
C 6.4854 3.0340 -2.6094 0.000 0.246 0.021
N 8.9668 2.5586 -5.3540 0.149 -0.089 -0.147
O 9.6817 3.2692 -6.0294 0.004 0.059 0.005
O 8.9036 1.3497 -5.4546 -0.036 -0.048 0.041
H 5.8418 4.8961 -1.7594 0.026 -0.007 -0.003
H 7.3127 6.2695 -3.1943 0.033 -0.015 -0.025
H 8.7758 5.1893 -4.8559 0.037 -0.155 -0.066
H 7.2976 1.3446 -3.6404 0.100 0.037 -0.114
H 5.8452 2.4325 -1.9797 0.061 0.009 -0.058

70
Properties=species:S:1:pos:R:3:forces:R:3 method="wB97M-V/def2-TZVPD" charge=+1 total_energy_ev=-195587.9326 orbital_gap_ha="0.1691 / 0.2882" homo_energy_ev="-9.95 / -11.09"
Tl -0.4579 0.4815 0.0378 -0.529 -0.283 0.029
C -1.8398 4.0698 -0.2878 0.075 0.040 -0.094
C -0.3639 4.2156 -0.4566 0.064 0.377 0.076
C 0.2386 5.4877 -0.4804 0.128 -0.052 0.027
C 1.6020 5.5896 -0.5392 -0.001 -0.080 0.032
C 2.3865 4.4212 -0.5977 -0.818 -0.321 -0.073
C 3.8004 4.4101 -0.5886 0.580 0.472 -0.078
Br 4.7775 6.0370 -0.6667 -0.285 -0.555 0.070
C 4.4955 3.2232 -0.5275 0.179 -0.297 0.085
C 3.8130 2.0179 -0.5334 1.247 -0.651 -0.090
Br 4.7610 0.3844 -0.4527 -0.137 0.567 0.010
C 2.4111 1.9185 -0.6925 -0.856 -1.092 -0.058
O 1.8303 0.8076 -0.8262 0.687 1.063 -0.049
C 1.6918 3.1818 -0.6465 -0.298 1.127 0.199
N 0.3557 3.1175 -0.5520 0.295 -0.255 -0.335
H -2.3475 4.9804 -0.5916 -0.131 0.017 -0.025
H -2.0874 3.8721 0.7548 -0.001 -0.007 0.100
H -2.1917 3.2300 -0.8783 -0.122 0.003 -0.011
H -0.3739 6.3744 -0.4279 -0.070 0.059 -0.004
H 2.0860 6.5566 -0.5158 -0.013 -0.008 -0.037
H 5.5728 3.2196 -0.4728 0.070 0.031 -0.026
C -3.3779 1.3456 1.8626 -0.123 -0.659 0.066
Si -3.5619 -0.5429 1.6744 -0.091 0.058 -0.235
C -5.4023 -1.0198 1.7928 0.719 0.220 0.035
C -2.5543 -1.4307 3.0216 -0.297 0.299 -0.485
C -2.8613 -1.0623 -0.0333 -0.823 1.073 -0.056
C -2.0812 -2.2721 0.0136 0.029 -1.449 0.010
C -2.7741 -3.4931 0.0427 0.317 -0.001 -0.008
C -2.0588 -4.6709 0.0273 0.043 0.007 0.010
C -0.6710 -4.6270 -0.0026 0.003 0.145 -0.001
C -0.0659 -3.3829 -0.0175 -0.001 -0.608 0.032
N -0.7504 -2.2516 -0.0108 0.158 0.810 -0.022
Si -3.4201 -0.6928 -1.8342 -0.035 0.057 0.275
C -2.0600 -1.3433 -2.9927 -0.434 0.244 0.386
C -5.0599 -1.5803 -2.2254 0.609 0.387 0.137
C -3.5976 1.1892 -2.0352 -0.016 -0.668 -0.086
H -3.7984 1.6641 2.8106 -0.090 0.052 0.270
H -3.9015 1.8895 1.0852 -0.115 0.066 -0.237
H -2.3328 1.6429 1.8473 0.173 0.037 0.052
H -5.7279 -0.8981 2.8213 -0.089 0.045 0.231
H -5.5855 -2.0520 1.5174 0.050 -0.250 -0.077
H -6.0327 -0.3930 1.1723 -0.076 0.175 -0.186
H -2.8755 -1.1280 4.0148 -0.133 0.118 0.134
H -1.4954 -1.2015 2.9330 0.167 0.074 -0.077
H -2.6606 -2.5104 2.9641 -0.078 -0.172 -0.079
H -3.8499 -3.4931 0.0658 -0.223 -0.026 0.003
H -2.5820 -5.6142 0.0340 -0.023 -0.148 0.021
H -0.0840 -5.5286 -0.0118 0.120 -0.115 -0.014
H 1.0085 -3.2771 -0.0396 0.158 -0.065 0.005
H -2.0182 -2.4288 -2.9996 -0.022 -0.190 0.083
H -1.0761 -0.9816 -2.7006 0.137 0.065 0.049
H -2.2366 -1.0235 -4.0155 -0.095 0.112 -0.172
H -4.9901 -2.6551 -2.0964 0.104 -0.203 0.058
H -5.3083 -1.3980 -3.2672 -0.041 0.050 -0.220
H -5.8886 -1.2228 -1.6241 -0.115 0.124 0.180
H -2.6269 1.6435 -2.2150 0.183 0.046 -0.028
H -4.0520 1.6626 -1.1728 -0.088 0.040 0.233
H -4.2242 1.4160 -2.8908 -0.118 0.050 -0.248
C 1.0750 2.7395 5.2555 -0.176 0.004 0.355
N 0.9231 2.2513 3.9033 0.243 0.317 -0.228
C 1.0074 3.2040 2.8222 -0.027 -0.038 -0.239
C 0.5952 0.9925 3.6381 -0.128 -0.472 0.385
O 0.3067 0.5420 2.5345 0.127 0.003 -0.130
H 1.7830 3.5665 5.2765 0.058 -0.095 -0.040
H 1.4410 1.9459 5.9037 0.007 -0.005 0.013
H 0.1204 3.0988 5.6493 0.058 0.041 0.009
H 1.8817 3.8389 2.9494 0.046 0.050 0.062
H 0.1152 3.8295 2.7754 -0.061 0.084 -0.037
H 1.1022 2.6442 1.8942 -0.048 0.137 0.044
H 0.5963 0.3422 4.5246 -0.009 0.020 0.018

71
Properties=species:S:1:pos:R:3:forces:R:3 method="wB97M-V/def2-TZVPD" relative_energy_ev=8.191 charge=-1 total_energy_ev=-213448.4879 orbital_gap_ha="0.1667 / 0.2457" homo_energy_ev="-2.05 / -4.21"
Ga 0.4654 0.4312 -0.2794 0.249 1.235 1.107
Cl 0.2203 -1.6126 -1.5404 4.197 -3.081 -1.473
C 0.5350 -1.3199 -3.3584 1.573 -0.248 0.800
C 0.4420 -2.3615 -4.2434 0.021 -0.351 0.247
C 0.7061 -2.1153 -5.5847 -0.051 -0.050 -0.011
C 1.0632 -0.8456 -5.9968 0.003 0.078 -0.067
C 1.1618 0.1910 -5.0786 -0.116 -0.293 -0.089
Cl 1.6168 1.7600 -5.6504 0.023 0.054 -0.010
C 0.9012 -0.0045 -3.7212 0.421 -0.005 1.075
S 0.9980 1.2632 -2.5239 -0.202 -0.545 -0.635
H 0.1659 -3.3507 -3.9044 0.006 0.018 0.032
H 0.6344 -2.9198 -6.3039 -0.009 -0.001 0.004
H 1.2716 -0.6532 -7.0405 0.014 0.065 0.016
C -0.8243 3.0443 1.4314 -0.171 0.228 2.377
Si -1.3528 1.2522 2.0126 -0.248 0.617 -1.290
C -0.1851 0.9252 3.4607 -0.166 -0.351 0.033
C -3.1036 1.4846 2.6902 0.081 -0.273 0.216
C -1.3555 -0.1973 0.6728 -0.536 -0.033 -0.701
Si -2.5190 0.0482 -0.9195 0.433 -0.126 0.768
C -4.2381 -0.6540 -0.5468 0.059 -0.066 -0.101
C -2.8024 1.8334 -1.4383 -0.414 -0.107 -0.157
C -1.8810 -0.7889 -2.5579 -0.852 1.410 0.202
Si -1.1115 -1.9104 1.3475 0.149 0.986 -0.384
C -1.4751 -3.4216 0.2575 -0.117 -0.113 0.354
C -2.0803 -2.2338 2.9268 0.345 -0.308 0.239
C 0.8364 -1.9064 1.6156 -0.921 0.407 0.092
C 1.5421 -2.8053 2.3815 0.426 0.034 0.049
C 2.9446 -2.6751 2.4971 -0.248 -0.105 0.161
C 3.5905 -1.6602 1.8433 -0.354 -0.058 -0.116
C 2.8168 -0.7700 1.0779 0.509 -1.953 -1.556
N 1.4658 -0.8836 0.9727 1.172 -0.928 0.074
H -0.4945 3.6731 2.2878 0.237 -0.148 -0.068
H -1.6451 3.5673 0.9478 0.048 -0.009 -0.115
H 0.1301 2.9577 0.6143 -1.256 0.321 0.948
H -0.3240 1.7186 4.1997 -0.020 0.037 -0.045
H 0.8560 0.9525 3.1393 0.004 0.032 0.007
H -0.3652 -0.0297 3.9598 0.097 0.001 0.016
H -3.1053 2.2322 3.4889 -0.004 0.026 -0.027
H -3.5007 0.5510 3.1002 -0.072 0.022 -0.021
H -3.7777 1.8267 1.9018 0.020 -0.019 -0.030
H -4.6531 -0.1827 0.3476 0.011 -0.011 0.014
H -4.2088 -1.7344 -0.3815 -0.017 0.005 0.039
H -4.9194 -0.4619 -1.3813 -0.008 -0.012 0.007
H -3.3307 2.3974 -0.6641 0.091 0.049 0.023
H -3.4271 1.8392 -2.3402 -0.108 -0.088 0.077
H -1.8699 2.3370 -1.6657 -0.008 0.034 -0.006
H -2.0704 -1.8645 -2.5865 0.081 -0.021 -0.016
H -0.7562 -0.6395 -2.6390 -4.860 1.411 -0.794
H -2.4017 -0.3315 -3.4097 -0.086 0.065 0.134
H -2.5306 -3.4589 -0.0240 -0.010 0.026 0.036
H -1.2530 -4.3277 0.8317 -0.069 0.028 0.072
H -0.8813 -3.4698 -0.6442 -0.049 -0.109 -0.040
H -3.1485 -2.1321 2.7229 0.015 0.030 -0.084
H -1.8199 -1.5422 3.7278 -0.063 0.044 -0.028
H -1.9072 -3.2484 3.3005 -0.039 0.002 0.015
H 1.0275 -3.6080 2.8932 -0.040 -0.001 -0.029
H 3.5079 -3.3819 3.0960 -0.014 -0.017 -0.011
H 4.6629 -1.5338 1.9027 -0.004 0.033 -0.056
H 3.2910 0.0221 0.5025 0.093 -1.882 -0.812
Br 4.2570 4.9915 -1.0670 -0.005 0.031 -0.002
C 3.7388 3.5019 -0.0146 -0.174 -0.218 0.067
C 4.4889 3.1648 1.1414 0.504 0.259 0.038
C 4.0579 2.0908 1.8826 -0.457 -0.199 -0.259
C 2.9392 1.3710 1.4678 -0.546 2.255 1.308
N 2.2083 1.6819 0.3085 0.675 -0.197 0.963
C 2.6493 2.7639 -0.3729 -0.026 0.126 -0.151
H 5.3510 3.7445 1.4401 -0.020 0.034 -0.045
H 4.5723 1.8032 2.7912 -0.029 -0.025 0.023
H 2.5778 0.5574 2.0824 -0.248 1.700 0.773
H 2.0863 3.0271 -1.2560 0.002 0.106 0.026
O -0.4609 2.0310 -0.1307 1.079 0.141 -3.202